Record 1
9
Properties=species:S:1:pos:R:3 method="wB97M-V/def2-TZVPD" de_lowest_kcal_mol=150.5 lumo_ha="-0.0619 / -0.0658" multiplicity=1
C -1.350 -1.234 0.421
C -0.365 0.744 -0.301
O -0.867 -0.573 -0.547
P 2.788 -0.096 0.008
H -1.561 -0.644 1.325
H -0.129 1.215 -1.272
H 0.562 0.462 0.178
H -1.029 1.332 0.307
H 1.951 -1.205 -0.118



Record 2
100
Properties=species:S:1:pos:R:3 method="wB97M-V/def2-TZVPD" lumo_ha=0.0684 multiplicity=1 total_charge=-1
C 4.486 0.746 -0.629
C 4.128 0.742 -2.126
C 3.219 1.906 -2.537
O 1.956 1.380 -2.904
C 1.042 2.335 -3.306
S 0.360 3.419 -2.018
O 1.421 4.276 -1.522
O -0.596 4.233 -2.748
N -0.444 2.710 -0.795
S -0.227 1.153 -0.442
O -1.075 0.886 0.708
O 1.132 0.737 -0.170
C -0.959 0.056 -1.714
N -0.332 -1.235 -1.781
C 0.453 -1.481 -2.993
H 3.984 1.528 -0.079
H 5.563 0.788 -0.534
H 4.200 -0.207 -0.203
H 3.599 -0.180 -2.321
H 5.018 0.731 -2.745
H 3.153 2.577 -1.691
H 3.666 2.448 -3.374
H 0.221 1.909 -3.857
H 1.528 3.023 -4.000
H -1.039 0.523 -2.683
H -1.977 -0.072 -1.364
H 0.185 -1.445 -0.941
H 0.272 -2.499 -3.333
H 1.518 -1.398 -2.812
H 0.186 -0.824 -3.807
C -2.135 -4.958 -1.208
C -1.558 -6.326 -0.974
O -0.852 -6.567 -2.183
C -0.470 -5.341 -2.662
O 0.350 -5.178 -3.501
O -1.152 -4.355 -2.040
F -2.542 -7.265 -0.829
H -3.090 -5.005 -1.737
H -2.261 -4.386 -0.300
H -0.873 -6.391 -0.139
C 0.457 -1.248 -8.445
C -0.893 -0.634 -8.156
O -0.697 -0.057 -6.881
C 0.628 0.259 -6.777
O 1.087 0.971 -5.957
O 1.340 -0.362 -7.753
F -1.872 -1.570 -8.079
H 0.540 -2.251 -8.025
H 0.693 -1.281 -9.506
H -1.199 0.142 -8.859
C -1.956 -2.878 3.022
C -0.557 -2.740 3.570
O 0.126 -3.816 2.936
C -0.494 -4.035 1.749
O -0.026 -4.656 0.850
O -1.698 -3.430 1.717
F -0.519 -2.924 4.916
H -2.554 -3.576 3.601
H -2.481 -1.934 2.948
H -0.061 -1.802 3.321
C -2.869 -0.222 7.792
C -2.554 0.642 6.594
O -2.487 -0.315 5.545
C -3.300 -1.342 5.894
O -3.684 -2.178 5.140
O -3.621 -1.285 7.199
F -1.357 1.259 6.717
H -1.966 -0.628 8.250
H -3.456 0.294 8.546
H -3.318 1.382 6.354
C 10.103 1.616 -1.412
C 9.058 2.544 -0.838
O 7.854 1.969 -1.301
C 8.074 0.630 -1.455
O 7.227 -0.181 -1.578
O 9.410 0.366 -1.439
F 9.174 3.802 -1.331
H 10.379 1.903 -2.428
H 11.000 1.549 -0.802
H 9.040 2.589 0.253
C -0.178 5.736 1.090
C -1.510 6.371 1.397
O -1.303 6.913 2.698
C 0.026 7.192 2.806
O 0.497 7.882 3.651
O 0.724 6.593 1.824
F -2.517 5.469 1.455
H -0.109 4.719 1.475
H 0.060 5.724 0.030
H -1.795 7.175 0.717
C -8.230 -2.106 5.349
C -7.749 -1.284 4.176
O -7.214 -0.136 4.813
C -6.791 -0.522 6.048
O -6.063 0.106 6.737
O -7.304 -1.732 6.373
F -8.770 -0.911 3.368
H -9.240 -1.824 5.650
H -8.195 -3.176 5.165
H -6.972 -1.758 3.577



Record 3
167
Properties=species:S:1:pos:R:3 method="wB97M-V/def2-TZVPD" de_lowest_kcal_mol=46.2 lumo_ha=0.0238 multiplicity=1
C -24.008 5.825 12.659
O -25.178 5.808 11.910
C -24.954 5.160 10.639
C -24.412 6.176 9.672
C -25.419 7.345 9.657
N -24.165 5.549 8.347
H -23.177 6.335 12.131
H -23.707 4.796 12.921
H -24.127 6.461 13.548
H -24.227 4.321 10.751
H -25.914 4.775 10.307
H -23.425 6.511 10.019
H -26.374 6.875 9.376
H -25.046 8.139 9.002
H -25.477 7.678 10.676
H -24.990 4.986 7.992
H -23.999 6.140 7.573
C -23.645 11.197 13.513
O -23.059 10.012 13.054
C -22.692 9.970 11.664
C -21.383 9.099 11.516
C -20.101 9.686 12.175
N -21.213 9.090 10.025
H -22.946 12.064 13.437
H -23.968 10.978 14.557
H -24.480 11.497 12.895
H -23.440 9.528 10.968
H -22.569 10.992 11.301
H -21.579 8.122 11.936
H -19.893 10.714 11.806
H -19.336 9.034 11.783
H -20.027 9.696 13.235
H -20.549 8.368 9.733
H -22.110 8.718 9.577
C -17.603 0.532 4.814
O -17.663 1.804 5.471
C -19.000 2.063 5.935
C -19.390 3.579 5.638
C -20.782 3.910 5.958
N -19.090 3.923 4.217
H -18.335 0.422 3.997
H -17.817 -0.290 5.534
H -16.566 0.446 4.509
H -19.751 1.404 5.398
H -19.093 1.841 6.992
H -18.660 4.140 6.256
H -20.999 3.797 6.961
H -21.459 3.288 5.350
H -20.914 4.980 5.685
H -19.320 3.184 3.499
H -18.123 4.238 3.974
C -23.808 4.404 16.138
O -23.748 5.821 16.149
C -22.429 6.292 16.284
C -22.414 7.636 17.042
C -23.221 8.679 16.287
N -20.989 8.051 17.304
H -24.817 4.091 15.898
H -23.478 3.918 17.082
H -23.153 4.080 15.307
H -21.887 5.550 16.881
H -22.064 6.389 15.282
H -22.891 7.437 18.028
H -24.055 8.196 15.828
H -22.683 9.035 15.429
H -23.540 9.459 16.945
H -20.711 7.532 18.082
H -20.955 9.055 17.505
C -16.845 8.080 13.789
O -16.212 7.169 12.936
C -16.329 5.875 13.355
C -15.219 5.029 12.625
C -15.435 3.550 13.011
N -13.812 5.462 12.951
H -16.516 9.095 13.529
H -16.708 7.840 14.892
H -17.914 8.003 13.685
H -16.241 5.800 14.444
H -17.346 5.516 13.124
H -15.367 5.233 11.587
H -16.500 3.282 12.849
H -15.249 3.470 14.075
H -14.761 2.959 12.424
H -13.656 6.239 12.299
H -13.173 4.780 12.584
C -19.979 4.297 13.200
O -19.644 4.355 11.803
C -20.549 5.135 11.099
C -19.901 5.176 9.734
C -18.499 5.716 9.776
N -20.682 6.025 8.770
H -20.635 3.429 13.397
H -20.435 5.209 13.438
H -19.043 4.158 13.679
H -21.499 4.624 10.939
H -20.690 6.096 11.576
H -19.827 4.098 9.410
H -18.177 6.206 8.836
H -17.847 4.926 10.005
H -18.435 6.563 10.482
H -20.156 6.272 7.971
H -21.610 5.684 8.470
C -25.667 1.838 12.145
O -24.577 1.640 11.288
C -23.751 0.628 11.781
C -22.742 0.281 10.697
C -21.964 1.620 10.294
N -23.337 -0.192 9.408
H -26.398 2.485 11.707
H -25.429 2.323 13.064
H -26.123 0.858 12.305
H -23.181 1.053 12.609
H -24.275 -0.290 12.169
H -22.013 -0.373 11.099
H -21.025 1.389 9.821
H -21.730 2.192 11.207
H -22.669 2.169 9.624
H -23.870 -1.069 9.503
H -23.956 0.563 9.108
C -23.513 9.505 6.010
O -23.009 8.388 6.653
C -22.297 7.467 5.818
C -20.918 7.984 5.301
N -19.993 8.183 6.334
C -18.743 8.756 5.759
C -17.726 8.852 6.780
O -18.161 9.645 7.864
C -17.335 9.618 9.043
H -23.775 9.225 5.017
H -22.848 10.377 5.855
H -24.343 9.875 6.636
H -22.878 7.130 4.901
H -22.209 6.628 6.463
H -21.080 8.939 4.662
H -20.500 7.217 4.668
H -20.395 8.915 6.972
H -18.852 9.732 5.249
H -18.366 8.038 5.022
H -16.755 9.316 6.483
H -17.487 7.860 7.200
H -17.925 10.122 9.766
H -16.341 10.143 8.868
H -17.177 8.604 9.324
C -18.819 0.036 13.521
O -19.792 0.966 13.994
C -20.506 0.612 15.151
C -19.837 0.594 16.453
N -19.070 1.745 16.991
C -17.874 2.163 16.318
C -17.533 3.562 16.820
O -18.523 4.455 16.427
C -18.249 5.781 16.896
H -17.980 0.012 14.273
H -18.353 0.506 12.616
H -19.177 -1.006 13.435
H -20.925 -0.381 15.147
H -21.461 1.262 15.220
H -19.156 -0.283 16.522
H -20.677 0.490 17.165
H -19.683 2.540 17.061
H -17.967 2.267 15.232
H -17.017 1.516 16.597
H -16.554 3.824 16.397
H -17.335 3.605 17.881
H -18.199 5.744 17.994
H -18.945 6.522 16.604
H -17.244 6.185 16.548



Record 4
12
Properties=species:S:1:pos:R:3 method="wB97M-V/def2-TZVPD" de_lowest_kcal_mol=13.6 lumo_ha=0.0214 multiplicity=1
N -1.073 0.573 -1.638
C -0.196 0.124 -0.722
N 0.829 -0.614 -0.980
C 1.360 -0.862 0.310
O 1.801 -1.905 0.719
N 1.059 0.258 1.136
C -0.350 0.375 0.768
H -1.907 1.063 -1.367
H -1.018 0.201 -2.574
H 1.210 0.021 2.110
H -0.856 1.290 1.079
H -0.858 -0.524 1.160



Record 5
19
Properties=species:S:1:pos:R:3 method="wB97M-V/def2-TZVPD" de_lowest_kcal_mol=45.7 lumo_ha=0.0294 multiplicity=1
C 0.107 1.495 1.611
C -0.416 0.674 0.468
C -1.158 -0.545 0.830
C -2.157 -1.041 0.109
N -0.554 1.151 -0.737
H -0.130 2.064 -0.869
H -0.813 -1.047 1.724
H 0.756 0.880 2.235
H -0.724 1.840 2.229
H 0.677 2.358 1.269
H -2.526 -0.522 -0.764
H -2.667 -1.948 0.402
N 0.674 -0.702 -2.019
C 1.631 -1.001 -1.142
N 1.522 -0.695 0.119
H -0.044 0.236 -1.593
H 0.891 -0.905 -2.981
H 2.376 -0.845 0.647
H 2.556 -1.447 -1.540



Record 6
19
Properties=species:S:1:pos:R:3 method="wB97M-V/def2-TZVPD" de_lowest_kcal_mol=54.1 lumo_ha=0.0317 multiplicity=1
C -1.751 1.736 -1.001
C -1.205 0.391 -0.505
C 0.350 0.407 -0.519
O 0.770 1.369 0.425
C 1.161 -0.912 -0.239
C 0.264 -1.461 0.797
O 0.201 -0.997 1.920
H -1.376 2.546 -0.367
H -1.431 1.939 -2.030
H -2.850 1.765 -0.983
H -1.575 0.243 0.522
H -1.607 -0.422 -1.122
H 0.677 0.729 -1.506
H 0.679 0.962 1.307
H 2.142 -0.595 0.126
H 1.312 -1.599 -1.080
H -0.524 -2.130 0.402
H 2.628 -2.161 1.712
H 2.136 -1.810 2.143



Record 7
68
Properties=species:S:1:pos:R:3 method="wB97M-V/def2-TZVPD" lumo_ha="0.0930 / 0.0771" s2=6.0447 multiplicity=5 total_charge=-1
Ir 0.023 -0.402 -0.354
Cl 2.125 -0.096 -1.009
N 0.609 -1.218 1.451
N -1.054 0.562 -1.774
C 1.378 -2.356 1.509
C -1.239 0.074 -3.051
C 0.709 -0.569 2.819
C 1.911 -1.261 3.426
C -0.577 -0.831 3.598
C 0.975 0.888 2.743
H -0.936 -1.841 3.366
H -1.342 -0.086 3.341
H -0.351 -0.757 4.673
H 1.974 1.076 2.327
H 0.814 1.455 3.665
H 0.203 1.309 2.108
C -1.414 2.021 -1.808
C -2.214 2.127 -3.080
C -0.184 2.901 -2.004
C -2.247 2.421 -0.595
H -3.085 1.728 -0.481
H -2.592 3.455 -0.717
H -1.697 2.432 0.345
H 0.454 2.579 -2.835
H 0.500 2.796 -1.176
H -0.438 3.972 -2.005
O -1.850 0.920 -3.845
H -1.990 2.995 -3.718
H -3.293 2.082 -2.905
O 2.031 -2.497 2.641
H 1.804 -1.527 4.483
H 2.856 -0.702 3.284
C 1.493 -3.327 0.416
C -0.865 -1.271 -3.499
C -0.937 -2.214 -2.341
H 0.175 -1.173 -3.861
H -1.563 -1.530 -4.310
C 0.240 -2.297 -1.495
C 0.240 -3.238 -0.390
H 1.221 -1.977 -1.918
C -0.893 -3.993 -0.129
C -2.045 -3.848 -0.933
C -0.974 -4.853 1.113
C -2.056 -2.974 -2.041
H -2.947 -4.413 -0.689
C -3.353 -2.758 -2.790
H -4.100 -3.484 -2.446
H -3.218 -2.872 -3.874
H -3.745 -1.745 -2.594
H -0.121 -5.542 1.180
H -1.905 -5.434 1.098
H -0.984 -4.222 2.019
H 1.644 -4.309 0.889
H 2.369 -3.008 -0.174
C 0.433 1.499 0.302
C 1.784 2.613 0.670
C 1.561 3.508 1.751
C 2.521 4.449 2.094
C 3.650 4.608 1.271
C 3.790 3.836 0.120
C 2.837 2.879 -0.222
H -0.808 0.807 0.628
H -0.262 2.517 0.584
H 0.646 3.414 2.394
H 2.365 5.061 2.982
H 4.392 5.348 1.521
H 4.623 3.965 -0.567
H 2.929 2.325 -1.178



Record 8
10
Properties=species:S:1:pos:R:3 method="wB97M-V/def2-TZVPD" de_lowest_kcal_mol=149.6 lumo_ha="-0.0347 / -0.0347" multiplicity=1
C 0.115 -0.348 0.196
C 0.029 1.152 0.015
N -0.621 1.795 1.144
O -0.658 3.001 1.149
N 1.344 1.762 -0.065
O 1.394 2.967 -0.114
H 0.669 -0.580 1.100
H -0.883 -0.769 0.277
H 0.624 -0.794 -0.653
H -0.521 1.444 -0.885



Record 9
38
Properties=species:S:1:pos:R:3 method="wB97M-V/def2-TZVPD" de_lowest_kcal_mol=42.8 lumo_ha="-0.5239 / -0.5239" multiplicity=1 total_charge=+3
C 1.785 1.625 1.058
C 0.498 0.871 1.045
H 1.777 2.314 1.915
H 1.908 2.227 0.141
H 2.642 0.942 1.176
O -0.373 0.886 1.857
I -1.664 -0.893 -0.193
Sn 1.139 -0.319 -1.260
P -0.295 1.771 -2.412
C -1.998 2.341 -2.104
C 0.772 3.244 -2.413
H 0.529 0.413 -4.228
H -0.087 1.998 -4.820
H -1.235 0.675 -4.354
C -0.274 1.163 -4.129
H 1.825 2.933 -2.509
H 0.499 3.895 -3.255
H -2.241 3.159 -2.804
H -2.106 2.682 -1.063
H 0.652 3.783 -1.461
H -2.682 1.495 -2.258
C -2.743 1.804 1.164
O -3.244 1.842 2.195
Cl 2.873 -1.956 -0.455
N 1.011 -1.944 2.571
C 0.217 -3.008 2.317
C -1.094 -3.084 2.846
C -1.909 -4.173 2.571
C -1.453 -5.208 1.743
C -0.164 -5.149 1.204
C 0.655 -4.060 1.469
H 0.720 -1.202 3.213
H 1.895 -1.816 2.085
H -1.458 -2.254 3.449
H -2.931 -4.189 2.947
H -2.100 -6.059 1.527
H 0.176 -5.926 0.516
H 1.637 -3.978 1.011